[1]
2 unconnected molecules or ions with the total composition C4H10NOS2 in a non-equilibrium geometry, computed with the ωB97M-V functional and the def2-TZVPD basis.

Each line ends with the Mulliken charge.
Cartesian coordinates (Å):
N  -0.43  -1.46  -2.30  -0.456
C  -1.27  -0.86  -1.26  0.307
C  -2.42  -1.85  -1.06  -0.169
O  -2.42  -2.52  -0.07  -0.396
C  -0.45  -0.85  0.05  -0.755
S  0.62  0.57  0.00  0.128
S  1.79  1.38  2.96  0.135
C  2.32  2.82  1.95  -0.755
H  0.55  -1.39  -2.08  0.171
H  -0.77  -1.79  -3.16  0.184
H  0.85  0.97  2.06  0.023
H  -1.62  0.14  -1.52  0.275
H  -3.16  -2.05  -1.83  0.402
H  -1.17  -0.78  0.87  0.474
H  0.20  -1.72  0.05  0.481
H  3.24  3.21  2.38  0.328
H  2.55  2.56  0.92  0.283
H  1.59  3.62  2.04  0.341

Properties
- Net charge: +1

[2]
A single C4H10NP molecule in a non-equilibrium geometry, computed with the ωB97M-V functional and the def2-TZVPD basis.

Each line ends with the Mulliken charge.
Cartesian coordinates (Å):
C  -0.05  -0.84  0.47  -0.452
C  -0.63  1.30  -0.01  -0.778
C  1.09  0.21  0.62  0.006
C  2.18  0.16  -0.37  -1.141
N  -1.23  -0.03  0.26  0.050
P  -2.81  -0.15  -0.22  -0.144
H  0.32  -1.44  -0.38  0.231
H  -0.10  -1.62  1.29  0.295
H  -0.95  2.16  0.49  0.344
H  -0.48  1.35  -1.10  0.330
H  1.31  0.68  1.60  0.375
H  3.24  0.00  -0.05  0.316
H  2.21  1.00  -1.12  0.261
H  2.02  -0.67  -1.07  0.303
H  -3.22  -1.10  0.80  0.025
H  -2.89  -0.99  -1.21  -0.023

Calculated gap between HOMO and LUMO in order - 4.3, 9.3 eV
Calculated ΔE to the lowest compared entry with this formula, charge and spin in order - 4.568, 3.308 eV
Calculated HOMO level in order - -13.2, -8.4 eV